{
  "formula": "C5H8N2S",
  "method": "ωB97M-V/def2-TZVPD",
  "symbols": ["C", "C", "C", "C", "C", "H", "H", "H", "H", "H", "H", "H", "H", "N", "N", "S"],
  "coordinates": [[-2.719, -0.717, -0.009], [-0.573, 0.246, -0.131], [-0.906, 1.599, -0.214], [0.463, 2.323, 0.008], [1.396, 1.356, 0.123], [-3.062, -0.003, 0.764], [-3.123, -0.435, -0.967], [-3.290, -1.694, 0.266], [-0.967, -1.885, -0.314], [-1.925, 1.983, 0.044], [0.641, 3.421, 0.135], [2.439, 1.632, 0.344], [1.531, -1.657, 1.281], [-1.387, -0.981, 0.249], [0.815, 0.083, 0.029], [1.612, -1.494, -0.135]],
  "atomic_forces_ev_per_a": [[-4.15, -2.16, 2.15], [-0.23, -1.32, 1.36], [1.86, -0.28, 1.59], [-2.89, -0.53, -0.31], [0.68, 0.64, 0.00], [-0.05, -0.07, -0.55], [0.50, 0.38, -0.76], [0.66, 1.54, -0.46], [-1.41, 3.07, 1.67], [1.22, -0.24, -0.75], [-0.31, -1.39, -0.28], [-0.46, -1.11, -0.35], [0.30, -0.33, -1.81], [5.08, 0.05, -3.32], [0.02, -0.21, -0.64], [-0.82, 1.96, 2.46]],
  "max_force_ha_per_bohr": 0.1181,
  "total_charge": 0,
  "multiplicity": 1,
  "e_homo_ev": -8.024,
  "e_above_lowest_kj_mol": 282.5,
  "homo_lumo_gap_ev": 8.549
}